[1]
{
  "formula": "H4O2",
  "method": "the ωB97M-V functional and the def2-TZVPD basis",
  "smiles": "O.O",
  "charge": 0,
  "gap_ev": 11.5,
  "fmax_ev_per_a": 0.4,
  "e_tot_ev": -4159.9040,
  "homo_energy_ev": -10.89,
  "e_above_lowest_kcal_mol": 0.80,
  "species": ["O", "H", "H", "O", "H", "H"],
  "xyz": [[-0.4053, -1.5338, -0.8123], [-0.1336, -0.6917, -0.4052], [-1.1737, -1.3164, -1.3499], [0.3440, 0.8891, 0.7262], [0.5108, 1.1390, 1.6419], [0.8579, 1.5138, 0.1992]],
  "forces_ev_per_angstrom": [[0.1, 0.3, 0.0], [-0.2, -0.4, 0.0], [0.1, 0.0, 0.1], [0.1, 0.3, -0.1], [-0.1, -0.1, -0.1], [-0.1, -0.1, 0.1]]
}



[2]
{
  "formula": "H12LiO6",
  "method": "the ωB97M-V functional and the def2-TZVPD basis",
  "charge": 1,
  "gap_ev": 12.2,
  "fmax_ev_per_a": 6.5,
  "e_tot_ev": -12680.5368,
  "homo_energy_ev": -15.36,
  "e_above_lowest_kcal_mol": 37.65,
  "species": ["Li", "O", "H", "H", "O", "H", "H", "O", "H", "H", "O", "H", "H", "O", "H", "H", "O", "H", "H"],
  "xyz": [[0.0337, 0.1028, -0.0802], [-2.2443, -0.3922, -0.2332], [-2.7113, -0.7142, -1.0562], [-2.1793, -1.0672, 0.5268], [0.3637, -2.0592, 0.7588], [0.1827, -2.9102, 0.7038], [1.2287, -1.9712, 0.5248], [-0.5523, 0.4058, 2.1218], [-0.6073, -0.5202, 2.4228], [-1.1883, 0.6928, 2.8198], [0.9217, -0.6982, -2.0712], [1.3677, -0.1352, -2.7552], [0.8667, -1.6272, -2.3332], [-0.5193, 2.3558, -0.4102], [-0.9403, 3.2528, -0.2652], [-0.6963, 2.2138, -1.2722], [2.0667, 0.6038, 0.2038], [2.1567, 1.2738, 0.8278], [2.4507, 1.1928, -0.4332]],
  "forces_ev_per_angstrom": [[-0.3, 0.1, 0.2], [0.3, -1.1, 0.4], [0.7, -0.1, 1.9], [-0.7, 1.2, -2.3], [-2.3, 6.0, 1.2], [-1.6, -6.3, -0.3], [4.0, 0.5, -0.9], [-1.2, -1.0, 1.5], [0.9, -0.2, -0.7], [0.5, 1.0, -1.0], [0.1, 1.0, -0.1], [-0.6, -1.4, 0.7], [0.2, 0.5, -0.4], [0.3, 2.2, 4.3], [0.8, -1.6, 0.2], [-1.0, -0.8, -4.7], [-0.4, -1.0, -1.2], [-0.4, 1.3, 3.5], [0.5, -0.4, -2.1]]
}



[3]
{
  "formula": "C6H9N",
  "method": "the ωB97M-V functional and the def2-TZVPD basis",
  "smiles": "C=C=C(C)[C@@H]1CN1",
  "charge": 0,
  "gap_ev": 9.8,
  "fmax_ev_per_a": 0.3,
  "e_tot_ev": -7855.1181,
  "homo_energy_ev": -8.79,
  "e_above_lowest_kcal_mol": 70.14,
  "species": ["C", "C", "C", "C", "C", "C", "N", "H", "H", "H", "H", "H", "H", "H", "H", "H"],
  "xyz": [[1.0982, 0.6610, 1.5598], [0.3933, -0.1956, 0.5406], [0.9901, -1.0920, -0.2038], [1.3947, -2.0113, -1.0375], [-1.0881, -0.0816, 0.2705], [-1.5581, 0.9197, -0.7164], [-1.9390, 1.0211, 0.6874], [0.9364, 1.7293, 1.3704], [2.1760, 0.4784, 1.5326], [0.7350, 0.4483, 2.5717], [1.3944, -3.0643, -0.7666], [1.6993, -1.7508, -2.0486], [-1.6081, -1.0349, 0.2959], [-2.3435, 0.6704, -1.4234], [-0.8095, 1.6169, -1.0873], [-1.4093, 1.7547, 1.1322]],
  "forces_ev_per_angstrom": [[0.0, 0.0, 0.0], [0.1, -0.2, -0.2], [-0.1, 0.0, 0.0], [-0.1, 0.0, 0.1], [0.0, -0.2, -0.2], [0.0, 0.0, -0.3], [-0.1, 0.1, 0.2], [0.0, -0.1, 0.0], [-0.2, 0.0, 0.0], [0.0, 0.0, -0.1], [0.1, 0.1, 0.0], [0.1, 0.0, 0.2], [0.1, 0.1, 0.0], [0.0, 0.1, 0.2], [-0.1, -0.1, 0.0], [0.2, 0.2, 0.2]]
}



Number 3 is which compound?
C6H9N



Number 1 is which compound?
H4O2